Computed, not measured: 2 unconnected molecules or ions with the total composition Cl2H3N2P in a non-equilibrium geometry, with ωB97M-V/def2-TZVPD.

Last column: Mulliken charge in e.
Element x y z (Å)
N 0.254 0.351 -0.027  -0.287
N -0.661 -0.416 -0.560  -0.315
P -3.593 -1.328 -0.969  0.297
Cl -2.998 -3.176 -0.288  -0.177
Cl -3.174 -1.646 -2.988  -0.169
H 0.480 1.155 -0.596  0.229
H 0.478 0.317 1.038  0.232
H -1.196 -1.152 0.005  0.191

The calculation puts the energy above the lowest of the compared OMol25 structures with the same formula, charge and spin at 375.1 kJ/mol. The calculation puts the HOMO energy (spin up / spin down) at -7.6 / -8.3 eV. The HOMO-LUMO gap (spin up / spin down) comes out at 6.42 / 8.85 eV.